[1]
64
Properties=species:S:1:pos:R:3:mulliken_charge:R:1 method="wB97M-V/def2-TZVPD" largest_force_ev_per_a=0.3 total_charge=-2 e_lumo_ev=4.0272 de_lowest_kcal_mol=19.0 energy_ev=-90253.98590 e_homo_ev=-0.948 homo_lumo_gap_ev=5.0
C 0.181 3.821 3.645 -0.98
H -2.608 -2.998 4.224 0.38
H 1.663 3.827 1.322 0.41
C 1.484 -3.587 0.634 0.00
H -2.732 -4.592 3.498 0.32
H -1.130 -3.856 3.693 0.23
C 3.973 -0.540 -4.281 -0.32
O 0.205 0.909 1.584 -0.56
H 4.851 -1.125 -4.543 0.37
C -1.330 3.681 -1.296 0.12
C 1.862 3.021 2.032 -1.15
H 3.210 -3.930 -4.895 0.37
H -2.052 2.400 3.051 0.40
H -1.270 1.372 4.266 0.31
N 0.672 2.733 2.826 0.23
H 1.026 4.289 4.151 0.30
C 2.542 0.441 -2.518 0.45
C -0.111 1.685 2.461 0.60
N -2.333 -3.092 2.137 0.13
H -0.996 3.714 0.672 0.11
S 2.962 -4.395 0.048 -0.38
H 1.088 -2.676 -4.895 0.32
S -2.642 4.801 -1.121 -0.61
K 0.021 -0.331 -0.669 1.00
H -2.278 -3.550 0.111 0.29
C 2.680 -3.775 -3.964 -0.43
C 3.138 -0.043 -5.291 -0.77
H -0.151 -2.306 -2.807 0.48
H 3.355 -0.214 -6.339 0.34
H -1.382 -4.667 1.151 0.34
N -0.500 3.527 -0.184 -0.30
C 2.548 -3.985 -1.589 0.95
O -2.153 -1.365 0.684 -0.69
H -0.322 4.587 3.043 0.31
H -0.508 3.467 4.409 0.36
H 0.159 2.322 -4.268 0.24
O -2.189 0.448 2.648 -0.34
H 4.324 -0.699 -2.171 0.39
H -0.609 -0.880 2.986 0.23
S 1.193 -3.557 2.315 -0.48
H 2.148 2.134 1.471 0.32
C 1.694 0.948 -3.574 1.25
H -2.088 -1.146 3.933 0.21
H -3.172 -4.721 1.118 0.35
N 0.757 -3.088 -0.331 -0.15
C 3.222 -4.238 -2.775 -0.48
C -1.447 1.501 3.187 -0.81
N -1.083 3.036 -2.404 -1.04
C -1.703 -0.842 2.957 -0.18
C -2.293 -4.071 1.062 -1.09
H 4.166 -4.771 -2.770 0.34
C -2.096 -1.790 1.825 0.55
C 2.031 0.692 -4.909 -0.62
C -2.180 -3.650 3.466 -0.98
H 2.676 3.309 2.700 0.38
H 0.067 2.689 -0.219 0.37
C 0.540 1.827 -3.367 -1.17
H 1.382 1.107 -5.676 0.25
C 0.798 -2.830 -2.783 -0.28
O 2.330 0.619 -1.280 -0.87
C 1.475 -3.073 -3.965 -0.69
C 1.330 -3.286 -1.576 -0.55
C 3.692 -0.306 -2.960 -0.57
N -0.039 2.110 -2.263 0.48

[2]
9
Properties=species:S:1:pos:R:3:mulliken_charge:R:1 method="wB97M-V/def2-TZVPD" largest_force_ev_per_a=0.6 e_lumo_ev=-0.7590 de_lowest_kcal_mol=87.5 energy_ev=-10214.39420 e_homo_ev=-10.109 smiles="O=CC(=O)N1C=N1" homo_lumo_gap_ev=9.4
H -1.834 0.928 0.911 0.34
O -0.266 -1.590 -0.552 -0.45
N 2.005 -0.666 0.615 -0.32
C -1.715 0.235 0.059 -0.09
C 1.838 0.341 -0.078 0.24
N 0.643 0.192 0.667 -0.28
O -2.555 0.083 -0.787 -0.39
C -0.387 -0.525 -0.016 0.65
H 2.272 1.001 -0.820 0.31

[3]
22
Properties=species:S:1:pos:R:3:mulliken_charge:R:1 method="wB97M-V/def2-TZVPD" largest_force_ev_per_a=5.8 e_lumo_ev=0.4955 de_lowest_kcal_mol=55.9 energy_ev=-14625.52258 e_homo_ev=-8.797 smiles="O=C1CCCc2cc(O)ccc21" homo_lumo_gap_ev=9.3
C -0.712 -0.037 0.068 0.84
H 0.809 2.019 -1.175 0.43
C -1.124 1.445 -0.193 -1.21
C 1.697 0.942 0.343 0.25
C -1.034 -2.365 -0.169 1.00
C 0.743 -0.217 0.289 0.16
O -1.975 -3.365 -0.252 -0.54
H 0.628 2.443 1.673 0.34
H -2.646 -0.975 -0.197 0.42
H -1.486 -4.216 -0.060 0.31
C 0.308 -2.656 -0.080 -1.04
H -1.677 1.685 0.576 0.52
H 1.901 2.945 0.465 0.32
H -1.853 1.403 -1.016 0.42
O 2.784 0.882 -0.253 -0.58
C 1.067 2.297 0.699 -0.55
H -0.328 3.272 -0.835 0.33
H 0.870 -3.557 -0.174 0.35
H 2.326 -1.597 0.507 0.32
C 1.223 -1.554 0.253 -0.46
C -1.576 -1.105 -0.046 -0.75
C 0.057 2.310 -0.423 -0.86

[4]
17
Properties=species:S:1:pos:R:3:mulliken_charge:R:1 method="wB97M-V/def2-TZVPD" largest_force_ev_per_a=0.7 e_lumo_ev=0.9350 de_lowest_kcal_mol=12.5 energy_ev=-6389.58057 e_homo_ev=-10.462 smiles=CCC.CO homo_lumo_gap_ev=11.4
H -2.140 -0.443 -0.921 0.31
H -3.669 -0.334 1.420 0.26
H -2.144 -1.306 1.407 0.25
O -2.926 -0.679 -0.425 -0.50
H 0.153 -0.090 0.477 0.00
H 2.722 -0.275 0.726 0.32
H 0.275 2.103 -0.711 0.31
H 0.339 -0.393 -1.227 0.22
H -2.162 0.455 1.148 0.23
H 1.740 1.582 -1.541 0.33
H 1.791 1.881 0.178 0.33
C 0.856 0.013 -0.351 0.36
H 2.736 -0.968 -0.891 0.33
H 1.853 -1.764 0.380 0.34
C -2.693 -0.477 0.967 -0.53
C 1.163 1.477 -0.616 -1.22
C 2.105 -0.783 -0.021 -1.32

[5]
9
Properties=species:S:1:pos:R:3:mulliken_charge:R:1 method="wB97M-V/def2-TZVPD" largest_force_ev_per_a=3.1 total_charge=-1 e_lumo_ev=2.9113 de_lowest_kcal_mol=75.3 energy_ev=-39725.71531 e_homo_ev=-3.611 homo_lumo_gap_ev=6.5
S 3.545 0.848 -1.071 -0.04
C 3.875 0.356 0.348 0.01
S 0.649 -0.943 0.971 -0.15
O -1.345 3.004 -0.745 -0.57
C 1.053 0.565 1.523 -0.20
C -1.055 1.877 -0.456 0.47
S 0.326 2.037 1.161 -0.18
H -0.459 -1.071 -0.058 0.10
O -1.306 0.778 -0.783 -0.44

[6]
21
Properties=species:S:1:pos:R:3:mulliken_charge:R:1 method="wB97M-V/def2-TZVPD" largest_force_ev_per_a=4.8 total_charge=-1 e_lumo_ev=3.4847 de_lowest_kcal_mol=51.8 energy_ev=-29599.46519 e_homo_ev=-4.369 homo_lumo_gap_ev=7.9
H 1.634 0.777 1.750 0.37
O -2.128 -0.495 0.677 -0.63
O -0.843 1.339 -1.431 -0.68
S -0.858 -1.618 -2.351 -0.51
C 2.138 0.073 -1.062 -1.36
H 1.885 -1.824 1.219 0.35
C 0.757 0.939 0.983 -1.66
C 1.049 -1.512 0.537 -1.40
H 2.067 -0.619 -1.937 0.32
H 1.824 1.219 -1.374 0.28
H 3.100 0.272 -0.626 0.41
C 0.954 -0.186 -0.040 1.25
H -2.417 1.299 -0.077 0.26
H 1.108 -2.233 -0.338 0.31
C -3.063 0.537 0.444 -0.55
H -0.007 -1.622 1.010 0.32
H -3.895 0.079 -0.110 0.18
H 0.773 1.986 0.788 0.31
H -3.378 0.975 1.468 0.17
H -0.102 0.692 1.557 0.46
P -0.600 -0.079 -1.087 0.79

[7]
21
Properties=species:S:1:pos:R:3:mulliken_charge:R:1 method="wB97M-V/def2-TZVPD" largest_force_ev_per_a=1.5 e_lumo_ev=0.5158 de_lowest_kcal_mol=34.3 energy_ev=-9402.12081 e_homo_ev=-8.580 smiles=CNCCCN.O homo_lumo_gap_ev=9.1
H 0.566 0.592 1.137 0.32
C -1.977 -0.833 0.340 -0.72
C 1.412 2.152 0.178 -1.01
H 2.026 2.187 1.076 0.34
N -1.086 -2.015 0.258 -0.60
H -1.948 -0.129 -1.676 0.34
H 0.084 1.143 -1.626 0.54
H 1.034 3.117 -0.169 0.31
H -2.127 1.192 -0.478 0.35
C -0.168 0.527 -0.786 -0.46
H -0.979 -2.356 -0.688 0.23
O 1.983 -1.814 0.690 -0.62
H -0.175 -1.861 0.658 0.27
H 2.739 -1.918 1.279 0.31
H 0.344 -0.428 -0.943 0.15
H 2.088 1.857 -0.631 0.33
N 0.293 1.239 0.410 -0.32
C -1.663 0.230 -0.710 -0.73
H 2.322 -1.206 0.018 0.30
H -1.808 -0.380 1.320 0.35
H -2.960 -1.296 0.344 0.31

[8]
65
Properties=species:S:1:pos:R:3:mulliken_charge:R:1 method="wB97M-V/def2-TZVPD" largest_force_ev_per_a=0.7 total_charge=+1 e_lumo_ev=-2.6914 de_lowest_kcal_mol=17.1 energy_ev=-256332.34680 e_homo_ev=-10.807 homo_lumo_gap_ev=8.1
C -7.600 -2.015 -0.347 -0.47
H 0.952 7.002 0.180 0.26
C 4.672 -0.241 -0.624 -0.60
C -0.863 5.182 0.482 -0.70
C -4.235 2.638 3.683 -0.70
C -4.201 4.019 1.706 -0.33
C 2.935 -0.221 1.493 0.44
H -8.529 -2.545 -0.506 0.39
H -6.381 0.697 1.272 0.38
H 2.879 -0.009 -1.750 0.40
H 1.980 6.095 -0.926 0.34
Br 7.014 -0.587 0.949 -0.13
C 0.914 3.720 -0.152 -0.32
H -1.523 4.794 -0.292 0.22
N 0.665 -0.284 2.364 -0.08
H -1.250 -0.356 3.123 0.37
H 5.316 -0.244 -1.490 0.43
C -3.905 3.981 -1.388 -0.39
H -0.588 -0.236 5.485 0.44
C -5.238 -1.802 -0.721 -0.42
Br 2.114 -0.010 6.769 -0.13
N 0.527 4.967 0.103 0.19
C -4.008 1.507 2.910 -0.33
H -4.280 4.999 1.253 0.42
K -0.319 0.427 -0.045 0.95
H 3.481 -0.037 4.186 0.37
C 2.431 -0.123 3.960 -0.50
H 2.232 5.982 0.836 0.35
C -0.196 -0.295 3.376 -0.16
C -3.592 1.612 -1.096 0.18
H -3.810 4.674 -3.410 0.43
C -3.425 1.447 -2.462 -0.70
H -3.256 0.465 -2.890 0.46
As -3.510 0.227 0.268 0.12
N 2.440 -0.095 0.255 0.00
C 1.487 6.066 0.045 -0.85
C -4.327 3.886 3.080 -0.80
C 3.302 -0.108 -0.756 -0.30
C -3.828 2.876 -0.547 0.47
C -3.891 1.637 1.535 -0.22
H -3.939 0.534 3.383 0.52
H -3.390 2.440 -4.363 0.42
H -4.342 2.548 4.756 0.44
H -4.103 4.968 -0.989 0.44
H 1.971 3.608 -0.430 0.47
C 5.173 -0.382 0.658 -0.05
C -3.503 2.557 -3.293 -0.70
H -1.028 6.249 0.605 0.31
C -7.575 -0.881 0.451 -0.70
H -6.444 -3.362 -1.556 0.39
C -6.432 -2.476 -0.937 -0.63
H 4.689 -0.512 2.726 0.39
H -4.506 4.763 3.687 0.42
C -6.387 -0.196 0.658 -0.13
C 0.164 -0.224 4.710 -0.63
C -3.983 2.891 0.921 0.72
C 1.969 -0.210 2.648 0.45
H -1.094 4.670 1.418 0.29
C 4.298 -0.377 1.731 -0.56
C 1.514 -0.131 4.997 -0.11
H -4.326 -2.185 -1.168 0.31
C -3.741 3.815 -2.756 -0.79
O 0.157 2.752 -0.081 -0.54
H -8.488 -0.526 0.912 0.39
C -5.216 -0.655 0.069 0.40

[9]
20
Properties=species:S:1:pos:R:3:mulliken_charge:R:1 method="wB97M-V/def2-TZVPD" largest_force_ev_per_a=2.4 e_lumo_ev=0.4536 de_lowest_kcal_mol=36.8 energy_ev=-15583.56797 e_homo_ev=-9.969 smiles=O[C@@H]1[C@H](O)[C@H](O)OC[C@@H]1O homo_lumo_gap_ev=10.4
H 0.790 1.613 -1.491 0.41
H 0.360 -0.834 -2.029 0.45
O -1.702 -0.749 0.611 -0.59
O 1.762 1.525 1.049 -0.59
O 0.348 -1.728 0.560 -0.41
C 0.265 0.922 -0.767 -0.16
O -0.675 1.743 -0.052 -0.66
C -0.364 -0.328 -1.341 -0.40
C 1.333 0.473 0.222 0.14
H 0.279 -0.097 1.957 0.27
C 0.973 -0.582 1.209 -0.64
H 2.232 0.113 -0.314 0.29
H 1.190 2.284 0.810 0.40
H -2.147 0.376 -1.273 0.45
C -0.739 -1.368 -0.232 0.06
H -1.096 -2.324 -0.729 0.31
H -2.023 -1.205 1.420 0.34
H 1.837 -0.893 1.771 0.39
O -1.601 -0.014 -1.974 -0.57
H -1.023 1.073 0.593 0.51

[10]
85
Properties=species:S:1:pos:R:3:mulliken_spin:R:1 method="wB97M-V/def2-TZVPD" largest_force_ev_per_a=3.2 total_charge=+1 e_lumo_ev="-3.5269 / -4.7499" de_lowest_kcal_mol=21.8 spin_multiplicity=2 energy_ev=-118183.72744 e_homo_ev="-9.769 / -9.703" homo_lumo_gap_ev="6.2 / 5.0"
O -2.119 -1.233 -0.139 0.02
H -3.109 -3.269 -3.033 0.00
H -0.394 -2.980 2.718 0.00
H 4.063 4.387 1.199 0.00
N -0.670 1.295 2.297 0.00
C 3.479 3.691 1.786 0.00
H -3.176 3.031 -0.244 0.00
H 4.883 3.609 3.411 0.00
S 5.690 1.676 -0.731 0.02
N -0.959 -3.018 0.719 0.00
C -0.578 -2.271 1.909 0.00
C 2.280 3.223 1.310 0.01
H -1.836 3.229 0.648 0.00
H -1.766 2.789 -4.456 0.00
H -1.386 -1.607 2.201 0.00
C 2.107 -0.309 -0.860 -0.05
C -3.958 0.427 1.054 0.00
H -6.788 0.335 -1.510 0.00
C -6.006 0.347 -0.763 0.00
N -1.638 0.938 -2.313 0.01
H -2.265 -4.987 0.146 0.00
C -2.199 3.858 -2.632 0.00
C 3.933 3.252 3.031 0.00
N 4.249 -0.665 -0.410 0.02
H -2.371 4.831 -3.091 0.00
C -0.610 1.859 -2.890 0.00
O 0.098 1.844 0.198 -0.01
H -0.105 -4.248 -0.765 0.00
N -2.420 -3.275 -1.063 0.01
H 3.529 2.041 4.762 0.00
H -3.179 3.367 -2.581 0.00
H 1.035 -3.511 0.353 -0.01
H 7.864 -4.271 1.069 0.00
N -1.725 0.953 1.558 -0.02
C -1.238 3.077 -3.542 0.00
N -3.712 0.764 -0.235 0.00
H -2.040 5.028 -0.831 0.00
H -7.252 -0.306 0.857 0.00
C -3.243 -2.698 -2.115 0.00
C -5.222 0.036 1.469 0.00
H -2.161 -5.302 -1.597 0.00
C -2.642 -4.696 -0.828 0.00
H 0.049 2.173 -2.084 0.00
S 2.838 1.230 -1.272 0.00
H -2.985 0.251 3.037 0.00
C 0.051 -3.979 0.275 0.01
H -5.376 -0.218 2.511 0.00
S 0.424 -0.681 -1.004 0.54
H 0.036 -4.878 0.895 0.00
N 2.967 -1.161 -0.433 0.10
H -1.503 0.009 -2.698 0.00
C -2.851 0.529 1.996 0.00
H 3.795 -2.988 0.710 0.00
C 7.545 -2.348 0.175 0.00
H -2.554 1.248 -2.618 0.00
C 1.505 2.322 2.057 0.01
H -3.715 -4.898 -0.855 0.00
C -4.722 0.723 -1.103 0.00
Fe -1.596 0.843 -0.275 0.36
C 4.849 -2.812 0.567 0.00
H 8.599 -2.162 0.009 0.00
N -2.164 2.992 -0.284 0.00
H 0.327 -1.682 1.741 0.00
C 3.187 2.377 3.791 0.00
H 0.379 0.961 3.782 0.00
H -4.504 1.017 -2.126 0.00
C -1.829 -2.456 -0.159 0.00
C 5.780 -3.761 0.949 0.00
O 1.276 1.081 4.139 0.00
H 0.000 1.327 -3.615 0.00
C 7.135 -3.532 0.762 0.01
C 6.623 -1.385 -0.218 0.01
C 4.396 0.649 -0.781 -0.01
C 1.957 1.913 3.332 0.00
C -6.256 -0.009 0.554 0.00
H -4.303 -2.714 -1.839 0.00
C 0.279 1.803 1.468 -0.02
H -0.602 4.076 -1.175 0.00
H -2.949 -1.668 -2.279 0.00
H 6.966 -0.480 -0.684 0.00
C 5.267 -1.612 -0.013 0.00
H 1.908 3.548 0.347 0.00
H 5.443 -4.690 1.392 0.00
C -1.692 4.065 -1.202 0.00
H -0.422 3.737 -3.843 0.00

[11]
88
Properties=species:S:1:pos:R:3:mulliken_spin:R:1 method="wB97M-V/def2-TZVPD" largest_force_ev_per_a=2.7 e_lumo_ev="-0.6107 / 0.2517" de_lowest_kcal_mol=0.0 spin_multiplicity=7 energy_ev=-115403.23578 e_homo_ev="-8.315 / -8.333" homo_lumo_gap_ev="7.7 / 8.6"
H -2.400 1.328 -4.131 0.00
C 0.740 -0.642 5.742 0.00
H -1.741 -6.146 -0.979 0.00
C 2.294 3.530 -2.633 0.00
H -2.437 -1.154 2.917 0.00
H -1.831 0.447 2.431 0.00
H -1.656 -7.124 0.508 0.00
N 0.095 4.122 1.148 0.00
H -0.828 1.879 4.125 0.00
H -0.652 0.941 -6.731 0.00
H -1.636 5.279 0.882 0.00
H 1.022 1.325 -7.142 0.00
H 0.617 -0.291 -6.514 0.00
H 1.038 -1.388 -3.222 0.00
C -2.792 0.524 -1.152 0.00
H 2.118 -0.181 3.518 0.00
H 1.380 2.658 0.489 0.00
C -1.219 4.559 1.601 0.00
H 0.347 -9.881 -0.769 0.00
H 0.292 2.359 -4.899 0.00
H -3.169 -1.676 -3.405 0.00
H 0.854 -9.180 0.788 0.00
C 1.508 -0.811 -4.037 0.00
H 1.223 -1.279 -4.986 0.00
C -1.670 -0.393 3.123 0.00
P 0.007 -1.169 2.762 -0.01
H -1.113 5.061 2.574 0.00
H 2.073 0.978 -2.153 0.00
H 1.429 -6.003 0.909 0.00
C 0.950 -9.090 -0.303 0.00
C 1.083 0.190 3.492 0.00
C 0.393 0.781 -6.421 0.00
C 1.504 -6.062 -0.185 0.00
C 1.112 0.636 -4.010 0.00
C -1.435 -7.117 -0.567 0.00
C 0.359 2.847 0.854 0.00
H -1.039 2.944 -2.304 0.00
H 1.189 -5.087 -0.591 0.00
H 1.296 5.581 2.083 0.00
Cl 0.067 -2.966 -0.899 -0.01
C 1.130 1.290 -2.634 0.00
H -2.028 -7.907 -1.050 0.00
C -0.118 4.908 -2.387 0.00
C 0.606 1.320 -5.045 0.00
C -0.747 1.059 4.856 0.00
Cl 2.632 0.406 0.338 -0.01
H -0.655 -3.179 3.973 0.00
H -2.307 -1.910 5.109 0.00
H -1.997 -1.771 -2.042 0.00
H -4.022 0.590 -4.095 0.00
H 2.553 -6.235 -0.461 0.00
H 3.237 5.462 -2.736 0.00
C 1.080 5.616 -2.526 0.00
H -1.066 5.440 -2.265 0.00
C -0.113 3.513 -2.416 0.00
Eu 0.097 -0.459 -0.088 6.08
H -1.525 -1.023 -3.598 0.00
H 2.002 -9.260 -0.570 0.00
H 0.814 5.967 0.408 0.00
H 2.050 4.720 0.707 0.00
O 0.078 0.764 -1.948 -0.03
C 1.092 2.825 -2.577 0.00
C 1.121 5.157 1.083 0.00
N 0.633 0.529 4.836 0.00
Cl 0.629 -7.299 -2.931 0.00
H -1.885 3.700 1.690 0.00
H 1.072 -2.820 4.202 0.00
H -1.818 -0.794 6.457 0.00
H 2.598 -0.918 -3.919 0.00
H -3.235 1.516 -0.945 0.00
H 1.073 6.711 -2.545 0.00
H -3.643 1.971 -3.013 0.00
C -3.246 1.062 -3.479 0.00
O -0.454 1.896 0.979 -0.01
H -0.956 1.416 5.877 0.00
C -2.349 -1.164 -2.883 0.00
H 3.218 2.946 -2.681 0.00
N -2.823 0.141 -2.436 0.00
H 1.061 1.058 2.818 0.00
C -1.600 -1.137 5.435 0.00
N -0.238 -1.705 5.429 0.00
Si 0.393 -7.391 -0.875 0.00
C 2.290 4.923 -2.642 0.00
N -1.749 0.023 4.521 0.00
H 0.550 -0.294 6.767 0.00
C 0.068 -2.376 4.166 0.00
H 1.752 -1.051 5.633 0.00
O -2.299 -0.160 -0.225 0.00

[12]
15
Properties=species:S:1:pos:R:3:mulliken_charge:R:1 method="wB97M-V/def2-TZVPD" largest_force_ev_per_a=0.3 e_lumo_ev=1.0356 de_lowest_kcal_mol=42.2 energy_ev=-7830.49049 e_homo_ev=-9.731 smiles=C[C@@H](O)[C@H]1CN1 homo_lumo_gap_ev=10.8
C 1.936 0.037 -0.037 -0.34
C 0.563 -0.148 -0.543 -0.11
H -1.822 -0.975 0.461 0.32
C -0.595 0.719 -0.077 0.13
H -0.114 0.413 1.751 0.39
H -0.653 1.608 -0.715 0.30
H 2.148 0.834 0.670 0.21
H -2.117 -0.378 -1.186 0.35
C -1.899 -0.071 -0.156 -1.31
H 1.348 -1.936 0.121 0.24
H 2.762 -0.239 -0.690 0.28
H 0.457 -0.557 -1.548 0.43
N 1.085 -1.031 0.497 -0.61
O -0.366 1.195 1.232 -0.60
H -2.732 0.530 0.218 0.32

[13]
21
Properties=species:S:1:pos:R:3:mulliken_charge:R:1 method="wB97M-V/def2-TZVPD" largest_force_ev_per_a=3.4 e_lumo_ev=-2.9043 de_lowest_kcal_mol=293.2 energy_ev=-9958.46059 e_homo_ev=-7.511 homo_lumo_gap_ev=4.6
C -1.127 -0.502 -1.862 -0.24
C 0.650 -0.419 -0.298 -0.10
C -0.089 -1.225 -1.171 -0.26
C -1.028 0.231 -2.964 -0.65
O 2.902 0.836 -0.158 -0.80
C -1.353 0.016 2.826 -0.86
C 0.244 -0.080 1.155 -0.20
H -1.955 -0.102 -1.258 0.23
H 1.671 -0.783 -0.187 0.53
H -1.163 -0.989 3.233 0.34
H 3.779 1.215 -0.064 0.16
H 0.815 0.873 1.237 0.35
H 0.297 -2.230 -1.293 0.40
H -1.859 0.900 -3.131 0.26
N -1.072 0.132 1.423 -0.32
H -2.399 0.124 2.999 0.33
H 0.718 -0.847 1.786 0.42
H -0.776 0.718 3.426 0.31
H -0.243 0.004 -3.668 0.31
H 0.918 0.695 -0.825 -0.52
H 1.070 1.434 -1.206 0.31